C5H7NO2 | the ωB97M-V functional and the def2-TZVPD basis

Last column: natural (NBO) charge in e.
Positions of all 15 atoms, in Å:
C  -1.926  -0.410  0.000  0.87
C  0.213  1.137  0.691  -0.55
C  -0.896  1.752  -0.205  0.17
C  0.511  -0.349  0.361  0.24
C  1.781  -0.796  -0.307  -0.68
N  -0.657  -1.071  0.087  -0.66
O  -2.955  -1.028  0.078  -0.59
O  -1.912  0.883  -0.352  -0.49
H  1.002  1.868  0.509  0.23
H  -0.143  1.248  1.638  0.21
H  -0.480  1.864  -1.161  0.13
H  2.743  -0.326  -0.310  0.24
H  1.426  -0.900  -1.369  0.22
H  1.875  -1.803  0.170  0.22
H  -0.581  -2.069  0.170  0.42

Results
M in g mol⁻¹: 113.12
Energy above the lowest of the compared OMol25 structures with the same formula, charge and spin in kJ/mol: 381.1
Spin multiplicity: 1
Strongest force on any atom in eV/A: 3.7
Orbital gap (alpha / beta) in eV: 9.14 / 6.95
Net charge: 0

C19H22N2O6S2 | the ωB97M-V functional and the def2-TZVPD basis

Last column: natural (NBO) charge in e.
Positions of all 51 atoms, in Å:
C  -3.636  1.587  -1.714  -0.63
C  -3.257  0.149  -1.416  -0.07
H  -2.944  -0.378  -2.322  0.21
H  -4.074  -0.408  -0.945  0.19
O  -2.138  0.169  -0.516  -0.52
C  -1.613  -0.998  -0.202  0.81
O  -2.062  -2.067  -0.524  -0.59
C  -0.331  -0.883  0.626  -0.18
N  -0.276  0.287  1.475  -0.67
S  0.592  -0.031  2.886  2.30
O  0.791  1.218  3.560  -0.93
O  1.751  -0.844  2.628  -0.95
C  -0.621  -1.005  3.767  -0.26
C  -0.340  -2.303  4.143  -0.22
C  -1.310  -3.037  4.809  -0.21
C  -2.540  -2.463  5.085  -0.18
C  -2.809  -1.157  4.704  -0.21
C  -1.843  -0.420  4.038  -0.19
H  -2.014  0.597  3.728  0.23
H  -3.769  -0.716  4.924  0.22
H  -3.295  -3.036  5.603  0.22
H  -1.105  -4.054  5.108  0.22
H  0.630  -2.715  3.911  0.24
C  0.057  1.543  0.827  -0.26
H  -0.789  1.853  0.211  0.24
C  1.302  1.401  -0.047  -0.24
N  1.143  0.299  -0.975  -0.69
S  0.291  0.644  -2.379  2.31
O  -0.404  1.897  -2.270  -0.95
O  -0.441  -0.522  -2.780  -0.94
C  1.673  0.867  -3.493  -0.24
C  2.109  2.140  -3.804  -0.21
C  3.212  2.297  -4.627  -0.21
C  3.864  1.181  -5.126  -0.20
C  3.416  -0.093  -4.811  -0.19
C  2.314  -0.252  -3.987  -0.22
H  1.932  -1.227  -3.731  0.23
H  3.924  -0.959  -5.207  0.22
H  4.724  1.303  -5.768  0.22
H  3.561  3.287  -4.880  0.22
H  1.569  2.987  -3.409  0.24
C  0.885  -0.960  -0.324  -0.24
H  1.768  -1.227  0.266  0.24
H  0.703  -1.709  -1.094  0.25
H  2.180  1.197  0.575  0.22
H  1.464  2.306  -0.632  0.23
H  0.225  2.263  1.629  0.24
H  -0.306  -1.759  1.283  0.25
H  -3.965  2.089  -0.809  0.21
H  -4.436  1.609  -2.448  0.22
H  -2.766  2.105  -2.110  0.24

Results
Structure (SMILES): CCOC(=O)[C@H]1CN(S(=O)(=O)c2ccccc2)CCN1S(=O)(=O)c1ccccc1
M in g mol⁻¹: 438.53
Energy above the lowest of the compared OMol25 structures with the same formula, charge and spin in kJ/mol: 112.3
Spin multiplicity: 1
Strongest force on any atom in eV/A: 1.1
Orbital gap in eV: 9.55
Net charge: 0

C2H4BrFO | the ωB97M-V functional and the def2-TZVPD basis

Last column: natural (NBO) charge in e.
Positions of all 9 atoms, in Å:
C  -0.831  0.894  0.324  -0.62
C  0.630  -0.402  -0.064  0.56
O  0.209  -0.974  -1.241  -0.71
F  0.656  -1.282  0.950  -0.35
Br  2.280  0.589  0.023  0.00
H  -0.590  1.670  1.085  0.21
H  -1.166  1.263  -0.689  0.22
H  -1.538  0.180  0.789  0.20
H  0.349  -1.937  -1.176  0.49

Results
M in g mol⁻¹: 142.96
Energy above the lowest of the compared OMol25 structures with the same formula, charge and spin in kJ/mol: 177.3
Spin multiplicity: 1
Strongest force on any atom in eV/A: 5.4
Orbital gap in eV: 10.36
Net charge: 0

C4H13N3O2 | the ωB97M-V functional and the def2-TZVPD basis

Last column: natural (NBO) charge in e.
Positions of all 22 atoms, in Å:
O  0.367  2.168  -1.114  -0.62
C  0.351  1.149  -0.447  0.67
N  0.980  1.115  0.764  -0.63
C  0.847  0.107  1.834  -0.06
N  1.623  -1.093  1.677  -0.85
C  -0.361  -0.094  -0.955  -0.15
C  -0.089  -0.240  -2.450  -0.61
N  -1.803  0.075  -0.660  -0.86
H  1.427  1.972  1.040  0.40
H  1.173  0.632  2.733  0.18
H  -0.201  -0.146  1.971  0.20
H  2.530  -0.934  1.251  0.37
H  1.096  -1.853  1.272  0.39
H  -0.040  -0.996  -0.449  0.20
H  0.978  -0.364  -2.642  0.22
H  -0.588  -1.132  -2.831  0.20
H  -0.426  0.643  -2.985  0.23
H  -2.377  -0.409  -1.343  0.37
H  -2.066  1.054  -0.722  0.38
H  -1.813  -1.526  0.655  0.50
H  -1.923  -2.469  1.910  0.48
O  -1.412  -2.268  1.118  -0.98

Results
Structure (SMILES): C[C@H](N)C(=O)NCN.O
M in g mol⁻¹: 135.17
Energy above the lowest of the compared OMol25 structures with the same formula, charge and spin in kJ/mol: 0.0
Spin multiplicity: 1
Strongest force on any atom in eV/A: 0.9
Orbital gap in eV: 10.05
Net charge: 0

C31H25ClInN8O8S4Sb | the ωB97M-V functional and the def2-TZVPD basis

Last column: Mulliken charge in e.
Positions of all 79 atoms, in Å:
In  -0.171  -0.149  -0.074  1.57
C  2.578  -0.896  -8.774  -0.92
O  2.506  -1.795  -7.701  -0.44
C  3.434  -1.668  -6.693  0.89
C  3.251  -2.486  -5.579  -0.35
C  4.129  -2.437  -4.523  0.14
C  5.248  -1.590  -4.555  -0.37
C  5.438  -0.801  -5.690  -0.65
C  4.531  -0.817  -6.732  -0.41
N  6.262  -1.677  -3.615  -0.63
N  6.112  -1.801  -2.382  -0.55
C  4.961  -1.586  -1.679  0.08
C  4.776  -2.419  -0.568  -0.39
C  3.602  -2.444  0.149  -1.01
C  2.532  -1.579  -0.154  0.70
O  1.434  -1.602  0.479  -0.64
C  2.776  -0.590  -1.186  -0.21
N  1.828  0.336  -1.346  0.54
C  1.959  1.270  -2.252  0.26
C  3.126  1.399  -3.008  -1.52
C  4.139  0.491  -2.832  -0.64
C  3.966  -0.590  -1.948  0.90
H  1.731  -1.132  -9.419  0.23
H  3.511  -1.017  -9.339  0.34
H  2.495  0.142  -8.438  0.37
H  2.394  -3.139  -5.544  0.51
H  3.964  -3.069  -3.664  0.20
H  6.295  -0.143  -5.737  0.42
H  4.691  -0.157  -7.571  0.37
H  5.557  -3.134  -0.345  0.38
H  3.456  -3.151  0.952  0.48
H  1.148  1.972  -2.385  -0.22
H  3.213  2.227  -3.693  0.50
H  5.079  0.614  -3.349  0.67
O  -4.076  2.108  5.859  -0.70
N  -2.844  2.070  5.986  1.04
O  -2.310  2.252  7.093  -0.73
C  -2.016  1.806  4.891  -0.97
C  -0.656  1.757  5.150  -0.22
C  0.285  1.463  4.166  0.49
C  1.666  1.405  4.417  -0.79
C  2.518  1.048  3.402  -1.35
C  1.975  0.694  2.157  -0.03
N  0.697  0.710  1.902  0.85
C  -0.157  1.207  2.825  -0.51
C  -1.569  1.172  2.551  0.63
N  -1.934  0.824  1.320  0.23
C  -3.214  0.829  0.984  -0.29
C  -4.198  1.237  1.866  -1.32
C  -3.846  1.588  3.162  -0.35
C  -2.510  1.536  3.555  0.64
H  -0.325  1.940  6.162  0.56
H  2.031  1.643  5.409  0.44
H  3.588  0.998  3.545  0.46
H  2.631  0.392  1.350  0.24
H  -3.446  0.502  -0.025  0.57
H  -5.231  1.262  1.549  0.39
H  -4.601  1.889  3.869  0.57
S  -0.640  3.931  -3.252  -0.74
Sb  -1.556  2.989  -1.388  0.11
S  -1.480  0.548  -1.976  -0.51
S  0.538  3.014  0.094  -0.16
S  -0.098  3.568  1.884  -0.29
C  -1.852  -2.134  -4.522  -0.71
N  -0.741  -2.915  -4.044  0.48
C  -0.600  -4.256  -4.545  -1.03
C  0.314  -2.291  -3.578  -0.20
N  1.264  -1.766  -3.202  -0.11
H  -2.775  -2.692  -4.352  0.29
H  -1.760  -1.913  -5.595  0.26
H  -1.893  -1.199  -3.964  0.02
H  -1.548  -4.786  -4.419  0.33
H  0.170  -4.783  -3.982  0.32
H  -0.332  -4.268  -5.614  0.30
O  -2.412  -3.493  0.616  -0.79
Cl  -1.130  -2.874  0.571  1.95
O  -0.139  -3.817  0.913  -0.70
O  -0.930  -2.384  -0.755  -0.63
O  -1.133  -1.783  1.499  -0.68

Results
M in g mol⁻¹: 1037.89
Energy above the lowest of the compared OMol25 structures with the same formula, charge and spin in kJ/mol: 181.1
Spin multiplicity: 1
Strongest force on any atom in eV/A: 3.3
Orbital gap (alpha / beta) in eV: 4.57 / 4.77
Net charge: -2